A structure of composition C14H20AlF16IO5P, computed with ωB97M-V/def2-TZVPD.

The total energy is -92551.6605 eV.

ORCA input file:
```
! RIJCOSX wB97M-V def2-TZVPD def2/J DEFGRID3
* xyz -1 1
C -7.12 -0.23 2.26
C -5.88 0.29 1.52
C -4.75 0.77 2.44
I -3.47 -0.90 2.97
Al -3.68 2.36 1.79
C -4.85 3.93 1.43
O -2.44 2.74 3.02
P -2.41 1.92 -0.19
O -1.83 0.35 0.02
O -1.10 2.87 0.23
H -6.81 -0.84 3.13
H -7.72 0.60 2.64
H -7.76 -0.85 1.63
H -5.51 -0.51 0.86
H -6.17 1.13 0.88
H -5.18 1.04 3.41
H -5.77 3.98 2.03
H -4.25 4.83 1.65
H -5.12 3.98 0.37
H -2.71 2.38 3.87
H -1.90 0.06 0.94
H -0.97 2.86 1.19
C 0.52 -0.63 -1.84
C -0.06 -0.35 -3.22
C -1.50 -0.77 -3.49
F -1.64 -2.11 -3.37
F -1.83 -0.43 -4.76
F 0.76 -0.84 -4.19
F -0.08 1.01 -3.34
O 1.34 -1.79 -1.69
C 0.85 -3.01 -1.37
C 1.12 -4.06 -2.46
F 0.58 -3.69 -3.63
F 0.57 -5.24 -2.09
F -0.44 -3.00 -1.02
F 1.55 -3.46 -0.28
H 1.21 0.20 -1.66
H -0.25 -0.56 -1.07
H -2.17 -0.26 -2.79
H 2.20 -4.19 -2.58
C 4.32 -0.83 -0.29
C 4.35 0.57 -0.91
C 5.67 1.06 -1.51
F 6.63 1.13 -0.57
F 5.49 2.29 -2.03
F 3.87 1.48 -0.05
F 3.50 0.50 -1.98
O 4.46 -0.91 1.12
C 5.66 -1.01 1.74
C 5.92 0.18 2.68
F 5.89 1.34 2.01
F 7.16 0.04 3.22
F 6.68 -1.19 0.88
F 5.61 -2.10 2.54
H 3.30 -1.19 -0.48
H 5.01 -1.50 -0.80
H 5.99 0.38 -2.31
H 5.18 0.19 3.48
*
```

A structure of composition C14H20AsF6KO5S3, computed with ωB97M-V/def2-TZVPD.

The total energy is -151062.1926 eV.

ORCA input file:
```
! RIJCOSX wB97M-V def2-TZVPD def2/J DEFGRID3
* xyz -1 2
K 1.12 0.98 -0.17
O -0.03 0.68 -5.16
C 0.43 0.83 -4.11
O 0.99 0.96 -3.10
C -1.88 2.91 -2.46
C -1.13 3.86 -1.58
C -2.14 4.75 -0.82
C -2.79 3.70 0.12
C -1.98 2.43 -0.21
O -0.68 2.99 -0.53
C -2.41 1.85 -1.56
C -1.78 0.45 -1.88
O -2.00 0.01 -3.02
O -1.10 -0.07 -0.96
H -2.04 3.00 -3.52
H -0.28 4.39 -2.02
H -2.86 5.22 -1.50
H -1.63 5.52 -0.25
H -3.85 3.55 -0.07
H -2.66 3.97 1.16
H -1.87 1.71 0.60
H -3.49 1.72 -1.65
C 0.15 -2.31 4.50
C 0.38 -1.15 3.54
S 0.26 -1.45 1.77
C -1.45 -1.96 1.54
C -1.83 -3.40 1.92
S -0.65 -4.64 1.30
C -0.43 -5.72 2.73
C -0.16 -5.09 4.10
S 1.13 -3.82 4.18
H -0.90 -2.60 4.52
H 0.40 -1.96 5.51
H 1.38 -0.74 3.67
H -0.30 -0.34 3.82
H -1.63 -1.78 0.48
H -2.11 -1.27 2.09
H -2.82 -3.62 1.51
H -1.89 -3.51 3.00
H 0.43 -6.34 2.44
H -1.28 -6.40 2.84
H 0.13 -5.89 4.78
H -1.07 -4.66 4.51
F 2.74 0.79 2.12
As 2.27 2.31 2.87
F 3.93 2.65 3.21
F 2.08 1.50 4.39
F 1.78 3.82 3.56
F 0.62 1.93 2.46
F 2.43 3.06 1.29
*
```